Record 1
20
Properties=species:S:1:pos:R:3 method="wB97M-V/def2-TZVPD" multiplicity=1 smiles="C=CCCCNC" orbital_gap_ev=9.607 lumo_energy_ev=1.1 total_charge=0 e_above_lowest_kcal_mol=33.6
C -2.126 0.105 2.764
C -1.634 -0.674 1.838
C -0.189 -0.648 1.354
C -0.082 -0.002 -0.045
C 0.982 -0.733 -0.909
N 1.804 0.127 -1.740
C 1.091 1.075 -2.566
H -3.142 0.131 3.144
H -1.612 0.885 3.331
H -2.224 -1.455 1.377
H 0.291 -0.071 2.150
H 0.179 -1.671 1.359
H -1.037 -0.011 -0.561
H 0.306 1.009 0.067
H 0.538 -1.532 -1.513
H 1.673 -1.306 -0.284
H 2.545 0.604 -1.239
H 0.007 0.964 -2.591
H 1.220 2.139 -2.320
H 1.408 1.063 -3.616

Record 2
15
Properties=species:S:1:pos:R:3 method="wB97M-V/def2-TZVPD" multiplicity=1 smiles=C[NH2+]CCS orbital_gap_ev=10.642 lumo_energy_ev=-3.4 total_charge=+1 e_above_lowest_kcal_mol=41.5
C 1.658 0.366 1.134
N 0.426 0.583 0.365
C -0.328 -0.690 0.249
C -1.614 -0.393 -0.782
S -1.183 0.994 -2.005
H 2.214 1.198 1.331
H 1.558 -0.240 2.055
H 2.290 -0.221 0.573
H -0.193 1.157 1.033
H 0.476 1.010 -0.639
H 0.123 -1.496 -0.140
H -0.677 -0.906 1.315
H -1.900 -1.203 -1.489
H -2.541 -0.263 -0.380
H -0.311 0.105 -2.620

Record 3
19
Properties=species:S:1:pos:R:3 method="wB97M-V/def2-TZVPD" multiplicity=1 orbital_gap_ev=7.921 lumo_energy_ev=4.1 total_charge=-1 e_above_lowest_kcal_mol=24.9
C 0.136 -0.241 0.714
O 1.292 0.277 0.281
C -1.075 0.145 -0.227
C -2.517 0.016 0.188
N -0.823 1.630 -0.472
H -0.180 0.167 1.742
H 0.295 -1.360 0.763
H -0.940 -0.408 -1.160
H -3.340 -0.197 -0.532
H -2.713 -0.471 1.169
H -2.701 1.085 0.490
H -0.020 1.926 0.064
H -0.631 1.756 -1.489
H 1.743 0.196 -1.413
H 0.981 -0.807 -2.219
O 1.769 -0.253 -2.314
H 3.673 -1.234 1.399
H 2.268 -0.704 1.387
O 2.784 -1.521 1.630

Record 4
87
Properties=species:S:1:pos:R:3 method="wB97M-V/def2-TZVPD" multiplicity=2 orbital_gap_ev="8.425 / 7.035" lumo_energy_ev="-0.6 / -2.5" total_charge=0
Be -3.065 3.258 -0.874
As -0.193 0.166 -0.823
F 1.042 -1.179 -1.006
F -1.109 -0.823 0.382
F -1.382 1.506 -0.631
F 0.722 1.088 -2.056
F -1.158 -0.590 -2.114
F 0.763 0.856 0.580
C -2.246 1.837 -4.233
O -1.908 2.711 -3.189
H -3.155 1.347 -3.882
H -2.282 2.241 -5.244
H -1.526 1.023 -4.141
H -1.037 3.103 -3.292
C -1.626 -3.948 -0.889
O -1.982 -5.349 -1.135
H -2.564 -3.395 -0.862
H -1.190 -3.813 0.101
H -0.992 -3.501 -1.655
H -2.724 -5.278 -1.740
C -2.836 -2.578 -4.292
O -1.674 -1.840 -4.199
H -3.170 -3.031 -3.358
H -3.605 -1.937 -4.724
H -2.697 -3.328 -5.071
H -1.584 -1.341 -3.384
C -1.612 2.892 2.337
O -2.828 2.702 1.591
H -1.523 2.096 3.075
H -0.727 2.692 1.732
H -1.573 3.905 2.737
H -3.474 2.374 2.221
C 3.010 3.226 1.903
O 1.835 3.582 1.243
H 3.225 3.937 2.701
H 2.862 2.188 2.201
H 3.864 3.356 1.238
H 1.630 2.794 0.733
C 0.952 0.278 3.845
O 1.623 0.749 5.014
H 1.042 0.955 2.995
H 1.295 -0.721 3.577
H -0.126 0.191 3.983
H 1.932 -0.012 5.509
C 4.309 -0.139 -0.374
O 5.328 0.770 -0.288
H 4.779 -1.091 -0.125
H 3.536 0.073 0.365
H 3.800 -0.197 -1.336
H 5.673 0.712 0.606
C -4.222 -0.038 -0.253
O -4.209 1.030 -1.196
H -5.261 -0.319 -0.081
H -3.661 -0.868 -0.682
H -3.736 0.275 0.672
H -4.642 0.665 -1.972
C -2.861 -2.100 3.054
O -2.962 -2.099 1.668
H -3.047 -3.085 3.483
H -1.899 -1.661 3.320
H -3.700 -1.504 3.412
H -2.138 -1.830 1.256
C 0.976 2.645 -4.809
O 0.442 3.793 -4.097
H 0.590 2.485 -5.816
H 2.065 2.682 -4.841
H 0.772 1.709 -4.288
H 0.649 4.531 -4.675
C 3.068 3.574 -1.840
O 1.937 4.297 -1.553
H 3.713 3.790 -0.988
H 2.847 2.507 -1.820
H 3.697 3.821 -2.695
H 1.429 4.110 -2.346
C 1.902 -2.938 1.596
C 1.839 -3.754 2.835
C 2.874 -3.400 3.863
O 2.077 -3.068 4.934
C 0.794 -3.305 4.818
O -0.057 -3.297 5.729
O 0.585 -3.611 3.514
H 1.469 -1.960 1.808
H 1.293 -3.248 0.747
H 2.913 -2.706 1.260
H 1.922 -4.816 2.602
H 3.446 -2.512 3.592
H 3.440 -4.315 4.035

Record 5
64
Properties=species:S:1:pos:R:3 method="wB97M-V/def2-TZVPD" multiplicity=1 orbital_gap_ev=5.482 lumo_energy_ev=4.3 total_charge=-2 e_above_lowest_kcal_mol=0.4
Ba 0.541 0.007 -0.781
C -3.639 -2.551 1.638
C -4.639 -1.424 1.379
N -4.392 -0.715 0.144
C -3.255 0.055 0.003
S -2.920 0.586 -1.562
N -2.684 0.395 1.136
N -1.500 0.989 1.154
C -1.106 1.491 2.284
C -1.962 1.410 3.534
C 0.189 2.133 2.356
C 0.716 2.605 3.570
C 1.918 3.281 3.571
C 2.596 3.460 2.377
C 2.025 2.929 1.229
N 0.863 2.307 1.210
H -3.828 -3.055 2.586
H -2.635 -2.136 1.652
H -3.693 -3.280 0.834
H -4.590 -0.680 2.180
H -5.655 -1.828 1.327
H -4.655 -1.183 -0.713
H -2.964 1.111 3.238
H -2.018 2.369 4.046
H -1.562 0.655 4.214
H 0.200 2.436 4.503
H 2.322 3.664 4.500
H 3.547 3.969 2.335
H 2.514 3.028 0.269
S 3.154 -0.099 0.815
S 5.789 1.314 -0.530
S 4.093 0.401 -0.951
S 2.865 1.678 -1.970
C 1.996 -4.560 -1.198
C 2.832 -3.559 -1.993
C 4.029 -3.105 -1.150
C 3.321 -4.205 -3.298
O 2.088 -2.404 -2.326
P 0.437 -2.416 -2.478
O -0.023 -3.522 -3.360
O -0.145 -2.231 -1.114
O 0.293 -0.931 -3.134
C 0.274 -0.649 -4.520
C 0.404 0.872 -4.651
C 1.448 -1.334 -5.217
C -1.066 -1.112 -5.097
H 2.587 -5.439 -0.934
H 1.135 -4.853 -1.793
H 1.629 -4.078 -0.295
H 4.652 -3.959 -0.888
H 3.683 -2.621 -0.241
H 4.625 -2.383 -1.701
H 3.900 -5.107 -3.094
H 3.943 -3.497 -3.844
H 2.458 -4.460 -3.912
H 1.331 1.202 -4.186
H -0.428 1.359 -4.144
H 0.404 1.162 -5.699
H 2.384 -0.968 -4.798
H 1.436 -1.128 -6.288
H 1.391 -2.406 -5.055
H -1.869 -0.652 -4.525
H -1.142 -2.190 -4.992
H -1.172 -0.835 -6.145

Record 6
66
Properties=species:S:1:pos:R:3 method="wB97M-V/def2-TZVPD" multiplicity=1 smiles="CC[C@H](C)[C@](C#N)(CC=O)[C@@](C)(C#N)CC(=O)OC(C)=O.ClCCl.ClCCl.ClCCl.ClCCl.ClCCl" orbital_gap_ev=10.657 lumo_energy_ev=0.4 total_charge=0
C 1.486 1.857 -0.087
C 1.690 1.166 -1.443
C 0.544 0.218 -1.897
C -0.690 1.073 -2.217
C 0.323 -1.043 -0.993
C 1.589 -1.312 -0.265
N 2.604 -1.362 0.291
C 0.167 -2.269 -1.980
C 1.507 -2.946 -2.279
O 2.217 -2.625 -3.187
C -0.888 -1.084 -0.014
C -1.083 0.145 0.888
C -2.190 -1.335 -0.750
N -3.084 -1.288 -1.485
C -0.763 -2.335 0.963
C -0.255 -2.014 2.367
O -1.014 -1.746 3.246
O 1.117 -2.059 2.713
C 1.566 -3.348 2.598
C 3.041 -3.596 2.391
O 0.807 -4.279 2.666
H 0.466 2.180 0.103
H 2.096 2.768 -0.085
H 1.890 1.268 0.735
H 1.697 1.964 -2.196
H 2.668 0.695 -1.540
H 0.889 -0.155 -2.864
H -1.575 0.507 -2.503
H -0.426 1.648 -3.110
H -0.908 1.830 -1.471
H -0.253 -1.942 -2.931
H -0.485 -3.051 -1.581
H 1.812 -3.798 -1.635
H -1.854 -0.093 1.606
H -1.460 1.019 0.360
H -0.186 0.445 1.430
H -1.753 -2.756 1.108
H -0.153 -3.135 0.540
H 3.599 -3.213 3.248
H 3.198 -4.671 2.370
H 3.413 -3.190 1.455
Cl -4.917 -3.762 -4.816
C -4.110 -2.194 -4.676
Cl -2.771 -2.049 -5.825
H -4.831 -1.411 -4.878
H -3.720 -2.089 -3.671
Cl -1.980 4.267 0.068
C -1.830 5.414 -1.271
Cl -0.390 5.104 -2.251
H -2.706 5.329 -1.902
H -1.760 6.414 -0.860
Cl -5.904 0.850 2.118
C -5.153 -0.715 2.447
Cl -4.012 -1.162 1.166
H -4.620 -0.656 3.390
H -5.927 -1.471 2.503
Cl 2.113 5.715 0.588
C 3.759 5.262 1.052
Cl 4.168 3.620 0.542
H 4.456 5.950 0.589
H 3.839 5.322 2.132
Cl 4.152 0.493 2.616
C 2.993 0.757 3.927
Cl 1.743 1.930 3.490
H 2.516 -0.187 4.164
H 3.529 1.132 4.792

Record 7
43
Properties=species:S:1:pos:R:3 method="wB97M-V/def2-TZVPD" multiplicity=4 orbital_gap_ev="7.186 / 7.108" lumo_energy_ev="-2.1 / -4.5" total_charge=+1 e_above_lowest_kcal_mol=31.7
C -0.340 0.667 -3.822
C 0.238 2.015 -3.719
C 0.485 -0.437 -4.328
C -1.802 0.518 -3.775
H 0.516 -0.437 -5.433
H 0.086 -1.416 -4.026
H 1.526 -0.355 -3.984
H 0.224 2.531 -4.697
H 1.285 1.986 -3.388
H -0.338 2.640 -3.022
H -2.255 0.704 -4.766
H -2.252 1.241 -3.081
H -2.098 -0.496 -3.476
C 2.484 -0.122 1.614
C 2.282 -0.981 0.477
C 1.670 -0.191 -0.567
H 2.626 -2.004 0.383
C 1.452 1.148 -0.057
C 1.996 1.185 1.272
H 2.069 2.072 1.890
H 2.970 -0.413 2.540
H 1.572 -0.487 -1.602
H 1.031 1.988 -0.610
C -1.906 -0.892 1.157
C -1.124 -2.060 1.542
C -0.310 -2.430 0.410
H -1.175 -2.607 2.475
C -0.594 -1.506 -0.650
C -1.559 -0.548 -0.193
H -1.947 0.303 -0.751
H -2.677 -0.379 1.717
H 0.370 -3.278 0.359
H -0.257 -1.588 -1.684
Re 0.208 -0.465 1.004
N -1.268 -0.241 3.891
C -1.207 0.176 5.164
C -0.061 0.948 5.271
C 0.525 0.971 4.011
N -0.207 0.206 3.161
H -2.008 -0.816 3.510
H -1.945 -0.093 5.898
H 0.301 1.430 6.154
H 1.415 1.514 3.731

Record 8
13
Properties=species:S:1:pos:R:3 method="wB97M-V/def2-TZVPD" multiplicity=1 orbital_gap_ev="8.446 / 8.343" lumo_energy_ev="-0.8 / -0.8" total_charge=0 e_above_lowest_kcal_mol=134.8
N 2.516 -0.538 1.399
C 1.841 -0.189 0.526
C 1.120 0.277 -0.670
C -0.260 0.845 -0.440
C -0.608 -1.058 1.632
C -1.300 0.571 -1.224
H 1.068 -0.554 -1.382
H 1.754 1.048 -1.127
H -0.356 1.567 0.368
H -1.127 -0.739 2.563
H -0.976 -2.100 1.498
H -1.229 -0.150 -2.036
H -2.263 1.053 -1.080